(1)
{
  "formula": "C84H201N15",
  "method": "ωB97M-V/def2-TZVPD",
  "species": ["C", "C", "C", "C", "N", "H", "H", "H", "H", "H", "H", "H", "C", "C", "C", "C", "N", "H", "H", "H", "H", "H", "H", "H", "C", "C", "C", "C", "N", "H", "H", "H", "H", "H", "H", "H", "C", "C", "N", "C", "C", "C", "C", "H", "H", "H", "H", "H", "H", "H", "H", "H", "H", "H", "H", "H", "H", "H", "C", "C", "N", "C", "C", "C", "C", "H", "H", "H", "H", "H", "H", "H", "H", "H", "H", "H", "H", "H", "H", "H", "C", "C", "N", "C", "C", "C", "C", "H", "H", "H", "H", "H", "H", "H", "H", "H", "H", "H", "H", "H", "H", "H", "C", "C", "N", "C", "C", "C", "C", "H", "H", "H", "H", "H", "H", "H", "H", "H", "H", "H", "H", "H", "H", "H", "C", "C", "N", "C", "C", "C", "C", "H", "H", "H", "H", "H", "H", "H", "H", "H", "H", "H", "H", "H", "H", "H", "C", "C", "N", "C", "C", "C", "C", "H", "H", "H", "H", "H", "H", "H", "H", "H", "H", "H", "H", "H", "H", "H", "C", "C", "N", "C", "C", "C", "C", "H", "H", "H", "H", "H", "H", "H", "H", "H", "H", "H", "H", "H", "H", "H", "C", "C", "N", "C", "C", "C", "C", "H", "H", "H", "H", "H", "H", "H", "H", "H", "H", "H", "H", "H", "H", "H", "C", "C", "N", "C", "C", "C", "C", "H", "H", "H", "H", "H", "H", "H", "H", "H", "H", "H", "H", "H", "H", "H", "C", "C", "N", "C", "C", "C", "C", "H", "H", "H", "H", "H", "H", "H", "H", "H", "H", "H", "H", "H", "H", "H", "C", "C", "N", "C", "C", "C", "C", "H", "H", "H", "H", "H", "H", "H", "H", "H", "H", "H", "H", "H", "H", "H", "C", "C", "N", "C", "C", "C", "C", "H", "H", "H", "H", "H", "H", "H", "H", "H", "H", "H", "H", "H", "H", "H"],
  "positions_angstrom": [[-1.80, 1.45, -3.92], [-0.40, 2.00, -4.04], [0.62, 0.94, -3.64], [0.47, -0.28, -4.40], [0.32, -1.27, -4.96], [-2.05, 1.17, -2.88], [-1.91, 0.59, -4.58], [-2.56, 2.18, -4.22], [-0.25, 2.92, -3.48], [-0.15, 2.30, -5.05], [0.53, 0.66, -2.58], [1.64, 1.30, -3.72], [0.93, 2.87, 3.56], [1.27, 3.41, 4.93], [0.67, 4.78, 5.27], [-0.80, 4.78, 5.28], [-1.94, 4.70, 5.32], [1.36, 1.88, 3.42], [1.33, 3.54, 2.78], [-0.16, 2.82, 3.48], [2.35, 3.54, 5.00], [0.97, 2.72, 5.71], [0.99, 5.59, 4.59], [1.06, 5.06, 6.25], [-5.85, -0.58, -4.35], [-5.25, 0.79, -3.90], [-6.39, 1.78, -3.64], [-7.04, 2.14, -4.92], [-7.53, 2.35, -5.95], [-6.31, -0.45, -5.32], [-6.61, -0.93, -3.64], [-5.07, -1.33, -4.43], [-4.62, 1.20, -4.71], [-4.71, 0.68, -2.97], [-5.99, 2.71, -3.22], [-7.05, 1.32, -2.92], [7.39, 4.11, 3.70], [6.93, 4.30, 2.28], [5.90, 3.30, 2.00], [4.71, 3.51, 2.82], [3.93, 4.79, 2.49], [5.65, 3.23, 0.55], [4.90, 2.00, 0.11], [8.34, 4.59, 3.93], [7.48, 3.02, 3.83], [6.63, 4.42, 4.41], [6.58, 5.33, 2.11], [7.77, 4.13, 1.62], [4.03, 2.67, 2.65], [4.99, 3.49, 3.87], [4.61, 5.62, 2.72], [3.65, 4.93, 1.45], [3.06, 4.92, 3.15], [6.66, 3.13, 0.11], [5.29, 4.13, 0.09], [5.06, 1.76, -0.94], [3.84, 2.17, 0.33], [5.28, 1.09, 0.61], [-2.21, -4.82, 0.93], [-2.30, -4.88, -0.59], [-1.02, -5.24, -1.27], [-1.05, -5.03, -2.75], [-1.33, -3.63, -3.20], [-0.57, -6.55, -0.94], [0.99, -6.68, -1.17], [-3.12, -4.43, 1.38], [-1.38, -4.21, 1.30], [-2.17, -5.82, 1.34], [-3.07, -5.62, -0.80], [-2.63, -3.91, -0.97], [-1.75, -5.70, -3.27], [-0.09, -5.34, -3.15], [-2.36, -3.40, -2.96], [-1.26, -3.55, -4.28], [-0.67, -2.89, -2.73], [-0.77, -6.76, 0.10], [-1.11, -7.34, -1.49], [1.58, -5.97, -0.60], [1.30, -7.65, -0.78], [1.18, -6.57, -2.25], [-0.16, -0.97, 5.77], [-1.26, 0.08, 5.86], [-2.56, -0.48, 5.72], [-3.60, 0.43, 6.12], [-4.98, -0.20, 6.13], [-2.77, -1.07, 4.40], [-3.22, -2.52, 4.30], [0.87, -0.61, 5.90], [-0.19, -1.47, 4.79], [-0.27, -1.70, 6.56], [-1.15, 0.54, 6.85], [-1.06, 0.91, 5.14], [-3.46, 0.80, 7.14], [-3.65, 1.28, 5.45], [-5.74, 0.44, 6.58], [-5.34, -0.58, 5.18], [-4.79, -1.04, 6.82], [-1.89, -0.98, 3.76], [-3.51, -0.47, 3.85], [-2.42, -3.21, 4.62], [-3.31, -2.75, 3.23], [-4.10, -2.72, 4.89], [-3.60, 5.51, 1.79], [-2.70, 4.39, 1.28], [-3.34, 3.37, 0.49], [-4.44, 2.71, 1.18], [-4.00, 2.09, 2.51], [-3.69, 3.81, -0.83], [-2.53, 4.14, -1.73], [-3.04, 6.24, 2.38], [-4.39, 5.16, 2.46], [-4.08, 6.03, 0.97], [-1.82, 4.82, 0.78], [-2.19, 3.92, 2.13], [-5.26, 3.41, 1.41], [-4.78, 1.89, 0.55], [-3.17, 1.39, 2.41], [-3.73, 2.88, 3.20], [-4.89, 1.65, 2.97], [-4.37, 4.66, -0.86], [-4.26, 3.00, -1.31], [-1.82, 3.30, -1.77], [-2.04, 5.08, -1.42], [-2.86, 4.30, -2.75], [-5.78, -3.73, -1.48], [-6.71, -4.14, -2.66], [-6.13, -5.14, -3.56], [-5.05, -4.50, -4.35], [-4.23, -5.47, -5.19], [-7.15, -5.64, -4.50], [-8.17, -6.52, -3.77], [-5.31, -4.64, -1.14], [-6.36, -3.29, -0.68], [-4.99, -3.04, -1.76], [-7.54, -4.63, -2.13], [-7.08, -3.30, -3.27], [-5.42, -3.68, -5.00], [-4.38, -4.02, -3.64], [-3.33, -4.96, -5.51], [-3.99, -6.36, -4.59], [-4.79, -5.87, -6.04], [-6.61, -6.12, -5.31], [-7.68, -4.79, -4.95], [-8.78, -7.11, -4.47], [-8.87, -5.89, -3.22], [-7.81, -7.16, -2.96], [5.17, -2.10, 1.38], [5.31, -3.29, 0.55], [6.57, -4.02, 0.71], [7.67, -3.33, 0.06], [9.05, -3.89, 0.40], [6.48, -5.40, 0.29], [6.30, -5.73, -1.18], [5.80, -1.27, 1.07], [5.50, -2.37, 2.39], [4.19, -1.63, 1.36], [4.51, -3.99, 0.79], [5.11, -3.07, -0.50], [7.68, -2.31, 0.42], [7.55, -3.36, -1.03], [9.13, -3.89, 1.50], [9.82, -3.19, 0.05], [9.19, -4.91, 0.00], [7.43, -5.84, 0.59], [5.73, -5.92, 0.89], [7.22, -5.46, -1.72], [6.11, -6.80, -1.27], [5.45, -5.17, -1.60], [2.76, 9.49, 1.47], [2.26, 8.09, 1.69], [0.92, 7.84, 1.11], [0.91, 7.33, -0.27], [1.45, 5.91, -0.50], [-0.04, 7.09, 1.89], [-0.43, 7.86, 3.14], [2.57, 9.77, 0.43], [3.80, 9.69, 1.73], [2.10, 10.15, 2.02], [2.98, 7.33, 1.35], [2.17, 7.91, 2.76], [-0.07, 7.55, -0.71], [1.49, 8.05, -0.89], [1.24, 5.59, -1.52], [2.50, 5.93, -0.28], [0.97, 5.18, 0.19], [0.28, 6.07, 2.21], [-0.89, 6.88, 1.23], [-0.75, 8.88, 2.94], [0.42, 7.85, 3.82], [-1.17, 7.40, 3.78], [2.66, 2.12, -6.69], [3.26, 3.06, -5.64], [2.29, 3.91, -4.93], [2.94, 4.48, -3.71], [2.99, 3.48, -2.54], [1.79, 4.97, -5.83], [0.42, 5.46, -5.48], [3.32, 1.34, -7.06], [2.26, 2.68, -7.55], [1.88, 1.54, -6.19], [3.91, 2.52, -4.96], [4.03, 3.68, -6.14], [3.94, 4.91, -3.87], [2.29, 5.29, -3.37], [3.48, 3.88, -1.65], [1.99, 3.16, -2.27], [3.49, 2.57, -2.87], [1.81, 4.67, -6.88], [2.48, 5.81, -5.88], [0.07, 6.27, -6.11], [0.44, 5.73, -4.42], [-0.33, 4.66, -5.55], [0.29, 2.20, 0.16], [-0.58, 1.04, 0.59], [-0.25, -0.24, -0.12], [-1.30, -1.26, 0.23], [-2.68, -0.87, -0.29], [1.10, -0.73, 0.25], [1.50, -1.98, -0.54], [1.33, 2.11, 0.49], [-0.06, 3.11, 0.66], [0.20, 2.31, -0.92], [-0.53, 0.92, 1.67], [-1.60, 1.38, 0.39], [-1.04, -2.22, -0.21], [-1.35, -1.42, 1.32], [-3.15, 0.04, 0.06], [-2.62, -0.71, -1.36], [-3.37, -1.69, -0.08], [1.13, -0.97, 1.30], [1.86, 0.03, 0.05], [2.53, -2.26, -0.28], [1.47, -1.66, -1.59], [0.89, -2.87, -0.34], [3.41, -6.35, 5.94], [2.98, -5.28, 4.95], [1.70, -5.55, 4.26], [1.13, -4.30, 3.74], [1.93, -3.56, 2.64], [1.84, -6.66, 3.29], [0.48, -7.19, 2.88], [2.59, -6.52, 6.65], [4.26, -6.05, 6.56], [3.57, -7.25, 5.35], [2.94, -4.33, 5.46], [3.75, -5.11, 4.20], [0.97, -3.60, 4.57], [0.13, -4.55, 3.39], [1.40, -2.64, 2.37], [2.10, -4.13, 1.73], [2.93, -3.27, 2.99], [2.43, -6.37, 2.41], [2.35, -7.44, 3.83], [-0.10, -7.45, 3.76], [-0.08, -6.41, 2.36], [0.48, -8.10, 2.29], [-8.11, 0.49, 3.07], [-8.58, -0.49, 1.98], [-7.64, -1.55, 1.65], [-6.40, -1.06, 1.13], [-6.59, -0.35, -0.21], [-7.38, -2.48, 2.75], [-6.94, -3.88, 2.32], [-7.86, -0.05, 4.00], [-8.97, 1.10, 3.34], [-7.32, 1.16, 2.78], [-9.45, -1.03, 2.36], [-8.83, 0.02, 1.03], [-5.98, -0.36, 1.85], [-5.80, -1.95, 0.92], [-7.15, 0.57, -0.12], [-5.63, -0.17, -0.70], [-7.10, -1.10, -0.81], [-8.26, -2.54, 3.39], [-6.67, -2.07, 3.47], [-6.87, -4.53, 3.19], [-6.01, -3.88, 1.76], [-7.69, -4.25, 1.63], [4.22, -0.77, -2.74], [5.64, -1.21, -2.99], [6.55, -0.08, -3.08], [7.93, -0.57, -3.12], [8.93, 0.55, -3.00], [6.29, 0.92, -4.12], [6.09, 0.37, -5.51], [4.11, -0.29, -1.77], [3.56, -1.62, -2.67], [3.93, -0.06, -3.51], [6.00, -1.93, -2.24], [5.63, -1.73, -3.96], [8.09, -1.26, -2.30], [8.16, -1.13, -4.04], [9.89, 0.11, -2.75], [9.03, 1.15, -3.90], [8.69, 1.29, -2.22], [7.05, 1.72, -4.06], [5.38, 1.48, -3.86], [5.14, -0.14, -5.50], [6.96, -0.17, -5.88], [5.92, 1.12, -6.29]],
  "gap_ev": 8.75,
  "homo_ev": -8.301,
  "total_charge": 0,
  "energy_ha": -4142.23317
}

(2)
{
  "formula": "C5H7NO",
  "method": "ωB97M-V/def2-TZVPD",
  "species": ["N", "C", "O", "C", "C", "C", "C", "H", "H", "H", "H", "H", "H", "H"],
  "positions_angstrom": [[-1.22, -1.84, 1.20], [-0.48, -1.12, 0.47], [-0.04, -1.31, -0.82], [0.80, -0.20, -1.27], [0.82, 0.81, -0.14], [-0.53, 1.38, 0.19], [0.00, 0.19, 0.95], [-1.56, -2.70, 0.79], [0.32, 0.17, -2.18], [1.82, -0.51, -1.52], [1.73, 1.35, 0.11], [-1.31, 1.20, -0.54], [-0.60, 2.31, 0.74], [0.25, 0.26, 2.00]],
  "gap_ev": 10.76,
  "homo_ev": -9.756,
  "total_charge": 0,
  "energy_ha": -324.67787,
  "relative_energy_kj_mol": 122.34
}

(3)
{
  "formula": "C20H29AlN9OP",
  "method": "ωB97M-V/def2-TZVPD",
  "species": ["Al", "N", "C", "N", "C", "N", "N", "C", "N", "C", "C", "C", "C", "C", "N", "H", "H", "H", "H", "H", "H", "H", "H", "O", "N", "C", "C", "N", "C", "N", "C", "C", "C", "P", "C", "C", "C", "C", "C", "C", "H", "H", "H", "H", "H", "H", "H", "H", "H", "H", "H", "H", "H", "H", "H", "H", "H", "H", "H", "H", "H"],
  "positions_angstrom": [[-0.46, 0.75, 0.64], [2.18, -0.22, 2.34], [2.43, 0.82, 1.55], [3.65, 1.31, 1.50], [3.86, 2.38, 0.74], [5.07, 2.89, 0.65], [2.86, 3.01, 0.06], [1.69, 2.45, 0.13], [1.40, 1.31, 0.79], [0.55, 3.12, -0.50], [0.67, 4.39, -1.05], [-0.46, 5.01, -1.56], [-1.67, 4.31, -1.51], [-1.70, 3.05, -0.95], [-0.61, 2.46, -0.44], [2.93, -0.49, 2.97], [1.23, -0.40, 2.60], [5.82, 2.46, 1.18], [5.24, 3.72, 0.11], [1.64, 4.86, -1.06], [-0.41, 6.00, -1.96], [-2.57, 4.76, -1.90], [-2.62, 2.48, -0.90], [-0.63, 0.97, 2.42], [-1.51, 1.11, 3.35], [-2.78, 1.08, 3.14], [-3.04, 0.87, 1.77], [-2.45, 0.72, 0.77], [-3.74, 1.28, 4.16], [-4.58, 1.45, 4.92], [-1.24, -2.50, 2.14], [-0.37, -2.90, 0.95], [1.02, -3.32, 1.42], [-0.36, -1.51, -0.29], [-1.97, -1.68, -1.21], [-2.22, -2.99, -1.95], [-2.16, -0.47, -2.13], [1.11, -1.82, -1.40], [1.28, -0.67, -2.38], [1.08, -3.17, -2.12], [-1.37, -3.35, 2.81], [-2.24, -2.18, 1.83], [-0.78, -1.70, 2.72], [-0.85, -3.75, 0.46], [1.60, -2.47, 1.79], [1.59, -3.79, 0.63], [0.92, -4.04, 2.23], [-2.71, -1.62, -0.40], [-1.67, -3.04, -2.88], [-3.28, -3.05, -2.20], [-1.98, -3.87, -1.36], [-1.70, -0.65, -3.10], [-1.69, 0.42, -1.69], [-3.21, -0.28, -2.28], [1.96, -1.81, -0.70], [0.53, -0.71, -3.16], [2.26, -0.73, -2.86], [1.21, 0.30, -1.87], [0.44, -3.13, -2.99], [0.74, -3.98, -1.48], [2.08, -3.42, -2.46]],
  "gap_ev": 9.07,
  "homo_ev": -15.942,
  "total_charge": 2,
  "energy_ha": -1930.95916
}

(4)
{
  "formula": "C5H7NO",
  "method": "ωB97M-V/def2-TZVPD",
  "species": ["C", "N", "C", "O", "C", "C", "C", "H", "H", "H", "H", "H", "H", "H"],
  "positions_angstrom": [[2.21, -0.38, 0.56], [1.26, 1.32, 0.61], [0.27, 0.91, -0.04], [0.37, -0.36, -0.61], [-0.99, -0.40, -0.94], [-1.82, -0.24, 0.28], [-1.21, 0.98, -0.41], [3.08, 0.07, 0.13], [2.10, -0.46, 1.63], [2.05, -1.39, 0.10], [-1.21, -0.91, -1.87], [-1.44, -0.54, 1.25], [-2.88, -0.39, 0.13], [-1.79, 1.78, -0.83]],
  "gap_ev": 10.23,
  "homo_ev": -9.412,
  "total_charge": 0,
  "energy_ha": -324.51494,
  "relative_energy_kj_mol": 550.11
}